<1>
{"formula": "C3H6N4O", "method": "the ωB97M-V functional and the def2-TZVPD basis", "mol_weight_g_mol": 114.11, "homo_lumo_gap_ev": 8.88, "elements": ["C", "C", "C", "H", "H", "H", "H", "H", "H", "N", "N", "N", "N", "O"], "coordinates": [[1.958, 0.225, -0.222], [0.241, -1.421, 0.205], [-1.633, -0.347, -0.163], [1.622, 1.543, -0.478], [2.295, -0.721, -1.189], [2.676, 0.238, 1.082], [0.983, -2.223, 0.140], [-3.073, 0.881, -0.341], [-0.465, 1.539, 1.302], [0.474, -0.156, 0.090], [-1.031, -1.651, -0.002], [-2.789, -0.101, -0.012], [-0.563, 0.506, -0.579], [-0.697, 1.689, 0.167]], "nbo_charge": [-0.516, 0.262, 0.481, 0.284, 0.246, 0.249, 0.219, 0.364, 0.455, -0.348, -0.501, -0.615, -0.006, -0.575]}

=====

<2>
{"formula": "C3H6N4O", "method": "the ωB97M-V functional and the def2-TZVPD basis", "smiles": "CN=C=N.N=C=NO", "mol_weight_g_mol": 114.11, "homo_lumo_gap_ev": 10.09, "elements": ["C", "N", "C", "N", "H", "H", "H", "H", "N", "C", "N", "O", "H", "H"], "coordinates": [[-1.325, 0.147, 1.125], [-0.878, -0.146, -0.232], [-0.907, -1.147, -0.931], [-0.534, -2.002, -1.730], [-0.419, -0.085, 1.727], [-1.543, 1.202, 1.133], [-2.252, -0.281, 1.413], [-0.837, -2.202, -2.724], [1.344, 1.390, -1.541], [1.270, 1.073, -0.392], [1.774, 0.834, 0.718], [1.456, -0.160, 1.623], [0.742, 2.182, -1.827], [2.109, -0.805, 1.638]], "nbo_charge": [-0.440, -0.533, 0.659, -0.745, 0.254, 0.198, 0.196, 0.418, -0.665, 0.612, -0.268, -0.556, 0.387, 0.483]}

=====

Most stable structure - <2>; separation to the second - 85.5 kcal/mol.